# 1
An isolated ion of composition C3H8O6P2 and charge -2, computed with wB97M-V/def2-TZVPD.

Geometry (Å):
C: 1.0391 -0.9661 0.0816
C: 0.3088 0.3256 -0.3888
C: -0.7384 0.8877 0.5196
O: -4.8361 -0.8981 -0.0854
O: -3.3983 1.2642 0.3270
O: -2.7513 -1.0678 1.4165
O: 1.0157 -1.0729 1.4045
O: -0.0319 0.0367 -1.7338
O: -2.5276 -0.6774 -1.0734
P: -2.0975 1.9868 -0.3012
P: -3.4050 -0.6163 0.1545
H: 0.6383 -1.8916 -0.4379
H: 2.0611 -0.7579 -0.0253
H: 1.1663 1.0417 -0.4740
H: -1.3355 0.2714 1.1562
H: 0.0950 -0.9387 1.6207
H: -0.9362 -0.3920 -1.5079
H: -0.2237 1.6150 1.0970
H: -1.9907 1.3060 -1.4383

Computed properties:
SMILES = O=P([O-])([O-])OPC[C@H](O)CO
ΔE to the lowest compared entry with this formula, charge and spin = 0.7973 eV
frontier orbital gap = 6.6890 eV
charge = -2
energy = -34105.24244 eV
highest occupied orbital energy = -0.679 eV

***

# 2
A 2-piece molecular cluster, C3H8OS overall, computed with wB97M-V/def2-TZVPD.

Geometry (Å):
C: 1.8489 -0.2213 -1.1367
S: 1.0677 -1.0099 0.3660
H: 1.1069 0.3427 -1.6189
H: 2.0741 -1.0117 -1.8656
H: 2.6913 0.3508 -0.8344
H: 2.2676 -1.1357 0.9911
C: -1.1997 1.0944 0.9126
C: -1.9571 0.0441 0.9484
O: -2.5259 -0.3498 -0.2866
H: -0.2525 1.2308 1.4297
H: -1.4249 1.8633 0.1674
H: -1.9240 -0.7705 1.7324
H: -1.7724 -0.4273 -0.8054

Computed properties:
ΔE to the lowest compared entry with this formula, charge and spin = 1.5247 eV
<S²> = 0.75
frontier orbital gap (alpha / beta) = 2.8654 / 8.4416 eV
charge = -1
energy = -16120.25522 eV
multiplicity = 2
highest occupied orbital energy (alpha / beta) = 0.822 / -4.660 eV

***

# 3
The molecule C3H8OS, computed with wB97M-V/def2-TZVPD.

Geometry (Å):
C: -0.9389 1.2691 -0.1143
C: -0.3934 -0.0839 -0.3922
C: 1.1036 -0.2042 0.2004
H: -0.6704 2.1928 -0.3642
H: -1.6641 1.2834 -1.1227
H: -1.7002 1.2824 0.8525
H: -0.3538 -0.1366 -1.3470
H: -1.2227 -1.5804 1.2534
H: 1.6346 0.7456 0.4193
H: 0.9618 -0.4876 1.2589
H: 2.3171 -1.8459 -0.0274
O: 2.2607 -0.8546 -0.4238
S: -1.3343 -1.5801 -0.1929

Computed properties:
SMILES = C[C@H](S)CO
ΔE to the lowest compared entry with this formula, charge and spin = 3.2792 eV
frontier orbital gap = 10.0989 eV
energy = -16119.95823 eV
highest occupied orbital energy = -9.343 eV

***

# 4
A 2-piece molecular cluster, C3H8OS overall, computed with wB97M-V/def2-TZVPD.

Geometry (Å):
O: 1.9921 3.2524 -1.9926
C: 1.4177 3.4647 -0.9003
H: 1.8892 3.0549 0.0146
H: 0.5923 4.2038 -0.7331
C: -1.8239 -2.3720 0.7316
S: -0.6558 -2.0973 -0.7013
C: 0.5222 -0.9076 -0.0113
H: -1.7113 -1.4615 1.4519
H: -1.6661 -3.2969 1.2758
H: -2.8223 -2.2485 0.3414
H: 1.2399 -0.4754 -0.7769
H: -0.0343 -0.0611 0.2882
H: 1.0603 -1.0554 1.0121

Computed properties:
SMILES = C=O.CSC
ΔE to the lowest compared entry with this formula, charge and spin = 1.7222 eV
frontier orbital gap = 8.9635 eV
energy = -16121.51525 eV
highest occupied orbital energy = -8.593 eV

***

# 5
A 2-piece molecular cluster, C3H8OS overall, computed with wB97M-V/def2-TZVPD.

Geometry (Å):
C: -2.7182 0.5322 0.5512
C: 1.0570 -1.6156 -0.8696
C: 1.9821 0.7525 0.2948
O: -3.6596 0.1231 -0.0567
S: 0.6722 0.1519 -0.7997
H: -2.5942 1.6582 0.8027
H: -1.9393 -0.0890 1.1748
H: 2.1061 -1.5844 -1.0538
H: 0.7903 -2.3015 0.0125
H: 0.5884 -1.9904 -1.8158
H: 1.6301 1.7459 0.5075
H: 1.9984 -0.0076 1.1430
H: 3.0320 0.6951 -0.1001

Computed properties:
ΔE to the lowest compared entry with this formula, charge and spin = 1.3008 eV
<S²> = 2.01
frontier orbital gap (alpha / beta) = 7.1698 / 6.2866 eV
energy = -16118.23313 eV
multiplicity = 3
highest occupied orbital energy (alpha / beta) = -6.276 / -8.537 eV

***

# 6
A 2-piece molecular cluster, C3H8OS2 overall, computed with wB97M-V/def2-TZVPD.

Geometry (Å):
C: -4.2251 -1.2095 -0.2352
S: -2.3910 -1.5860 0.1612
S: -2.2076 -1.2114 2.1267
H: -4.6456 -2.2291 -0.2430
H: -4.0767 -0.6136 -1.1767
H: -4.8589 -0.7612 0.5771
H: -1.3164 -0.1774 1.9215
C: 4.0536 1.6108 0.1351
C: 3.3954 0.8076 -0.7047
O: 2.0344 1.0934 -1.0136
H: 5.1061 1.4887 0.5440
H: 3.3739 2.4097 0.5846
H: 3.9732 0.1003 -1.3336
H: 1.7846 0.2778 -1.3435

Computed properties:
SMILES = C=CO.CSS
ΔE to the lowest compared entry with this formula, charge and spin = 1.9854 eV
frontier orbital gap = 9.2804 eV
energy = -26956.62315 eV
highest occupied orbital energy = -8.670 eV

***

# 7
A 2-piece molecular cluster, C3H8OS2 overall, computed with wB97M-V/def2-TZVPD.

Geometry (Å):
S: 1.3966 0.7102 -1.5883
S: -0.5508 -0.5769 0.3007
C: 1.2355 -0.2611 -0.0861
C: -0.2177 0.4089 -2.2855
C: -1.2433 0.2871 -1.1319
H: 1.8154 0.2739 0.6904
H: 1.7443 -1.2246 -0.2821
H: -0.1282 -0.5461 -2.8382
H: -0.4308 1.2061 -3.0233
H: -2.0835 -0.3452 -1.4779
H: -1.6681 1.2443 -0.7728
O: 0.1479 -0.0534 4.3528
H: 0.3762 -0.9765 4.6059
H: -0.3935 -0.1468 3.5364

Computed properties:
SMILES = C1CSCS1.O
ΔE to the lowest compared entry with this formula, charge and spin = 0.1662 eV
frontier orbital gap = 9.4154 eV
energy = -26958.44238 eV
highest occupied orbital energy = -8.740 eV

***

# 8
A 2-piece molecular cluster, C3H8OS2 overall, computed with wB97M-V/def2-TZVPD.

Geometry (Å):
C: 1.2782 -0.0730 -1.9956
S: 1.9055 -1.1936 -0.6653
S: 0.1458 -2.2258 -0.1103
H: 1.8786 0.8413 -2.0744
H: 0.2825 0.2756 -1.7703
H: 1.4068 -0.6035 -2.9291
H: 0.0569 -1.9676 1.1955
C: -0.7205 0.2125 1.8027
C: -0.5940 1.1334 0.8338
O: -1.7936 1.6364 0.3445
H: 0.0865 -0.0221 2.4948
H: -1.6090 -0.3722 2.0650
H: 0.2200 1.2286 0.1483
H: -2.5438 1.1299 0.6605

Computed properties:
SMILES = C=CO.CSS
ΔE to the lowest compared entry with this formula, charge and spin = 1.9505 eV
frontier orbital gap = 8.8894 eV
energy = -26956.65807 eV
highest occupied orbital energy = -8.550 eV

***

# 9
A 2-piece molecular cluster, C3H8OS2 overall, computed with wB97M-V/def2-TZVPD.

Geometry (Å):
S: -0.6288 -1.1540 -0.9703
S: -1.0870 0.2708 -2.3084
C: -0.8119 -0.0701 0.4669
C: -0.5864 1.7423 -1.2179
C: -0.0563 1.2264 0.1168
H: -0.2809 -0.5975 1.2826
H: -1.8655 0.0605 0.7805
H: -1.3852 2.5059 -1.1530
H: 0.3016 2.2220 -1.6726
H: 1.0420 1.1196 0.0287
H: -0.2585 2.0322 0.8484
O: 1.8310 -3.4971 1.1375
H: 1.4586 -2.6802 0.7346
H: 2.3272 -3.1807 1.9261

Computed properties:
SMILES = C1CSSC1.O
ΔE to the lowest compared entry with this formula, charge and spin = 0.1574 eV
frontier orbital gap = 8.5488 eV
energy = -26958.45124 eV
highest occupied orbital energy = -7.990 eV

***

# 10
The molecule C3H8OSi, computed with wB97M-V/def2-TZVPD.

Geometry (Å):
C: -0.5750 0.7560 0.4972
C: 0.3092 1.6777 1.2628
C: -0.2522 -1.5426 -1.6824
O: 0.0806 -1.2921 1.2545
Si: 0.4105 -0.7459 -0.1333
H: -1.6345 0.5012 0.8267
H: -0.1569 2.6467 1.3161
H: 0.1979 1.3953 2.4350
H: 1.3031 1.9171 1.0224
H: -1.3238 -1.6722 -1.7894
H: -0.0235 -1.0521 -2.6210
H: 0.0089 -2.5822 -1.8253
H: 1.6558 -0.0069 -0.5634

Computed properties:
ΔE to the lowest compared entry with this formula, charge and spin = 2.9219 eV
frontier orbital gap = 8.7097 eV
energy = -13163.10651 eV
highest occupied orbital energy = -9.766 eV

***

# 11
The molecule C3H8S, computed with wB97M-V/def2-TZVPD.

Geometry (Å):
C: -1.3885 0.2898 -0.2084
C: -0.7118 -0.9277 0.2708
C: 1.9090 0.4417 0.0742
H: -0.9339 1.2811 0.1147
H: -2.4920 0.1849 -0.0822
H: -1.3273 0.3667 -1.3275
H: -1.1731 -1.8728 -0.3238
H: -0.9959 -1.0629 1.4198
H: 1.5542 1.0804 1.0997
H: 1.5290 1.1374 -0.6575
H: 3.0307 0.1734 -0.1812
S: 0.9996 -1.0920 -0.1987

Computed properties:
SMILES = CCSC
ΔE to the lowest compared entry with this formula, charge and spin = 1.4362 eV
frontier orbital gap = 9.3478 eV
energy = -14074.48532 eV
highest occupied orbital energy = -8.378 eV

***

# 12
The molecule C3H8S, computed with wB97M-V/def2-TZVPD.

Geometry (Å):
C: 0.8888 -0.0897 1.3628
C: 0.8497 0.6021 -0.0496
S: 0.1926 -0.3669 -1.4703
C: -1.6090 -0.2823 -1.2148
H: 1.6656 0.1420 2.0773
H: 1.0301 -1.3046 1.3254
H: -0.1066 0.1263 1.7514
H: 2.0295 0.4741 -0.1446
H: 0.5873 1.6446 -0.1327
H: -1.8528 -0.1755 -2.2263
H: -1.9445 -1.2455 -0.8356
H: -1.7306 0.4755 -0.4431

Computed properties:
SMILES = CCSC
ΔE to the lowest compared entry with this formula, charge and spin = 1.3977 eV
frontier orbital gap = 9.4961 eV
energy = -14074.52384 eV
highest occupied orbital energy = -8.460 eV